[1]
Density functional theory data (wB97M-V/def2-TZVPD) for C32H46BrMgN3P2 as an isolated structure in a non-equilibrium geometry.

Values from the calculation:
Electronic energy   -4867.48941 Eh
Spin multiplicity   1
LUMO   -6.62 eV
HOMO-LUMO gap   5.20 eV
Total charge   +2
HOMO   -11.8 eV

Last column: Löwdin charge in e.
Atoms and positions in Å:
N1 -6.3799 4.7960 -4.5829  0.076
C1 -6.1376 5.1982 -3.3369  -0.119
C2 -5.3247 4.4909 -2.4530  -0.010
C3 -4.7105 3.2873 -2.8770  -0.204
C4 -4.9911 2.8535 -4.2090  0.004
C5 -5.8268 3.6597 -5.0046  -0.116
C6 -3.7646 2.5885 -2.0043  -0.004
Mg1 -0.7310 0.2312 0.6344  0.797
P1 5.0908 -0.8684 0.3561  0.941
C7 -3.0426 1.4901 -2.3825  -0.059
C8 -1.6327 1.2884 -2.0631  -0.215
C9 -0.7462 0.9626 -3.1157  -0.009
C10 0.6139 1.3481 -3.1087  -0.049
C11 1.1152 1.9802 -1.9607  -0.647
C12 0.3003 2.0736 -0.7994  -0.163
C13 -1.0922 1.8060 -0.8207  -0.178
Br1 2.8551 2.6999 -1.9041  0.872
H1 -3.6539 3.0245 -0.9970  0.121
H2 -3.4767 0.8408 -3.1643  0.121
H3 -5.1795 4.8934 -1.4481  0.115
H4 -4.5545 1.9373 -4.6023  0.101
H5 -6.6032 6.1368 -3.0304  0.119
H6 -6.0624 3.3927 -6.0436  0.120
H7 -1.1596 0.6046 -4.0668  0.141
H8 -1.7296 2.3902 -0.1108  0.142
H9 1.1674 1.2301 -4.0442  0.135
H10 0.6663 2.6117 0.0880  0.119
P2 -0.5722 -2.1931 0.1074  0.924
C14 5.2207 0.9299 0.5525  -0.468
C15 6.4355 1.5223 -0.1525  -0.158
H11 5.3457 1.0471 1.6398  0.083
H12 4.2775 1.3906 0.2553  0.012
H13 6.4431 2.6024 -0.0060  0.071
H14 7.3316 1.1044 0.3078  0.075
H15 6.4599 1.3304 -1.2242  0.065
C16 4.3492 -1.1450 -1.2878  -0.435
C17 5.1460 -2.2357 -2.0048  -0.173
H16 4.3746 -0.1837 -1.8256  0.057
H17 3.3023 -1.4402 -1.1466  0.026
H18 4.7895 -2.3556 -3.0322  0.067
H19 6.2106 -1.9807 -2.0302  0.069
H20 5.0472 -3.2024 -1.4991  0.070
C18 3.8462 -1.3574 1.5885  -0.445
C19 4.5902 -2.0194 2.7606  -0.179
H21 3.1642 -2.0777 1.1182  0.055
H22 3.3060 -0.4368 1.8653  0.059
H23 3.9325 -2.7648 3.2288  0.063
H24 5.4889 -2.5349 2.3780  0.057
H25 4.9204 -1.3036 3.5318  0.076
C20 -0.5889 -3.7295 1.1492  -0.366
C21 -1.6867 -4.7796 0.9700  -0.121
H26 -0.5620 -3.4096 2.1996  0.066
H27 0.3873 -4.1949 0.9528  0.082
H28 -2.6641 -4.4571 1.3573  0.074
H29 -1.8010 -5.0975 -0.0748  0.081
H30 -1.3944 -5.6681 1.5464  0.094
C22 0.6773 -2.6463 -1.1691  -0.378
C23 0.2633 -2.5223 -2.6292  -0.120
H31 0.9827 -3.6794 -0.9368  0.091
H32 1.5606 -2.0134 -0.9963  0.036
H33 -0.7163 -2.9678 -2.8223  0.071
H34 0.2117 -1.4774 -2.9670  0.049
H35 1.0016 -3.0385 -3.2593  0.095
C24 -2.2043 -2.2137 -0.7262  -0.414
C25 -3.3665 -1.7227 0.1476  -0.129
H36 -2.3430 -3.2720 -1.0017  0.083
H37 -2.1500 -1.6301 -1.6592  0.075
H38 -4.3149 -1.9135 -0.3787  0.098
H39 -3.4129 -2.2721 1.1038  0.054
H40 -3.3572 -0.6419 0.3870  0.066
N2 -2.0160 -0.7253 4.6962  0.151
C26 -1.8440 -1.0331 3.3954  -0.128
N3 -0.9970 -0.1597 2.8162  0.006
C27 -0.5613 0.7199 3.8299  -0.238
C28 0.3818 1.7556 3.8450  -0.013
C29 0.3996 2.6144 4.9602  -0.053
C30 -0.4978 2.4306 6.0252  -0.044
C31 -1.3163 1.2847 6.0754  0.016
C32 -1.2941 0.4461 4.9778  -0.188
H41 -2.5856 -1.2360 5.3658  0.183
H42 -2.3678 -1.8665 2.9044  0.126
H43 1.0983 1.8327 3.0236  0.105
H44 1.1177 3.4387 5.0401  0.122
H45 -0.5239 3.1584 6.8426  0.123
H46 -1.9350 1.0429 6.9362  0.126

Forces on atoms 1 to 6 (eV/Å):
0.1 0.0 0.2
0.1 -0.2 0.0
0.2 -0.5 0.0
-1.2 0.0 -0.8
-0.2 0.9 0.7
0.3 -0.5 0.1


[2]
Density functional theory data (wB97M-V/def2-TZVPD) for C32H46BrN3P2PtS as an isolated structure in a non-equilibrium geometry.

Values from the calculation:
Electronic energy   -5183.80524 Eh
Spin multiplicity   5
LUMO (spin up / spin down)   -11.08 / -14.21 eV
Expectation value of S²   6.0794
HOMO-LUMO gap (spin up / spin down)   7.35 / 4.36 eV
Total charge   +4
HOMO (spin up / spin down)   -18.4 / -18.6 eV

Last column: Löwdin charge in e.
Atoms and positions in Å:
N1 5.1900 -5.2313 -4.8094  0.167
C1 5.4946 -3.9540 -4.5788  -0.038
C2 4.5619 -3.0554 -4.0442  0.049
C3 3.3065 -3.5642 -3.6436  -0.181
C4 2.9451 -4.8566 -4.0288  0.027
C5 3.9628 -5.6832 -4.5613  -0.033
C6 2.5335 -2.8196 -2.6002  -0.244
Pt1 0.5272 -2.8161 -2.4132  0.921
P1 -1.6778 -0.9285 2.8636  0.711
C7 2.0670 -3.6397 -1.4452  -0.235
C8 2.1411 -3.0366 -0.0772  -0.224
C9 1.4456 -3.6039 1.0016  -0.005
C10 1.3341 -2.8889 2.1912  -0.073
C11 1.7729 -1.5507 2.2664  -0.189
C12 2.6373 -1.0810 1.2610  -0.088
C13 2.8892 -1.8644 0.1472  -0.009
Br1 -0.2520 0.1583 1.5350  0.696
H1 3.0048 -1.8517 -2.3819  0.100
H2 2.2585 -4.7194 -1.4832  0.140
H3 4.8493 -2.0260 -3.8494  0.133
H4 1.9375 -5.2291 -3.8484  0.124
H5 6.5135 -3.6273 -4.8110  0.147
H6 3.7407 -6.7290 -4.7718  0.143
H7 0.9571 -4.5667 0.8433  0.136
H8 3.6162 -1.5719 -0.6082  0.121
H9 0.9143 -3.3791 3.0663  0.116
H10 3.0956 -0.1038 1.3800  0.102
P2 -1.6358 -2.2572 -2.6603  0.844
C14 -0.7487 -0.3578 4.2601  -0.335
C15 -0.0144 -1.1287 5.2629  -0.119
H11 -0.4875 0.7079 4.2502  0.069
H12 1.6567 -0.9809 3.1852  0.075
H13 1.0464 -0.7967 5.2658  0.098
H14 -0.4033 -0.8621 6.2661  0.121
H15 -0.0807 -2.2219 5.1236  0.086
C16 -2.1492 -2.6507 2.5938  -0.334
C17 -3.1622 -3.1433 3.6459  -0.087
H16 -1.2442 -3.2771 2.5744  0.069
H17 -2.6017 -2.7217 1.5886  0.094
H18 -3.4101 -4.1917 3.4411  0.105
H19 -2.7598 -3.0864 4.6652  0.094
H20 -4.0980 -2.5709 3.6136  0.076
C18 -3.2654 -0.0123 2.8845  -0.337
C19 -3.2985 1.1072 3.9311  -0.104
H21 -4.0908 -0.7245 3.0571  0.089
H22 -3.4206 0.4028 1.8816  0.088
H23 -3.8823 1.9451 3.5352  0.098
H24 -3.7724 0.7917 4.8692  0.103
H25 -2.2982 1.4707 4.1836  0.050
C20 -2.7142 -0.8441 -2.1531  -0.342
C21 -3.3906 0.0799 -3.1829  -0.101
H26 -2.0956 -0.2766 -1.4475  0.053
H27 -3.5153 -1.3090 -1.5543  0.083
H28 -2.8130 1.0018 -3.3411  0.078
H29 -3.5784 -0.4094 -4.1467  0.070
H30 -4.3662 0.3923 -2.7899  0.097
C22 -2.3067 -3.6264 -1.6291  -0.401
C23 -2.9197 -4.7821 -2.4034  -0.112
H31 -3.0470 -3.1658 -0.9648  0.072
H32 -1.4554 -3.9615 -1.0097  0.056
H33 -3.8663 -4.4898 -2.8732  0.098
H34 -2.2358 -5.1631 -3.1684  0.078
H35 -3.1266 -5.6060 -1.7095  0.096
C24 -1.6948 -2.2299 -4.4999  -0.363
C25 -0.6364 -1.2099 -4.9388  -0.140
H36 -2.6989 -1.9653 -4.8430  0.087
H37 -1.4677 -3.2263 -4.9042  0.094
H38 -0.1622 -1.5258 -5.8774  0.099
H39 -1.0690 -0.2121 -5.1010  0.089
H40 0.1687 -1.1254 -4.1772  0.020
N2 0.7851 2.4546 -2.1636  0.189
C26 1.5628 2.6792 -1.0931  -0.623
N3 1.3460 2.1978 0.1102  0.070
C27 2.3255 2.5887 1.0025  -0.270
C28 2.4143 2.2503 2.3640  -0.014
C29 3.5394 2.6078 3.1061  0.007
C30 4.5669 3.3589 2.5100  0.046
C31 4.4993 3.7135 1.1531  -0.006
C32 3.3747 3.3548 0.4170  -0.395
S1 3.0221 3.6324 -1.2861  1.176
H41 1.0063 2.9156 -3.0357  0.132
H42 -0.1289 2.0406 -2.0487  0.125
H43 1.5869 1.7094 2.8133  0.069
H44 3.6228 2.3028 4.1490  0.136
H45 5.4314 3.6613 3.0999  0.148
H46 5.3025 4.2303 0.6309  0.140

Forces on atoms 1 to 6 (eV/Å):
-0.5 0.0 -0.6
-0.1 0.9 0.6
0.7 -0.4 -0.3
-0.8 1.2 0.9
0.8 -1.4 -0.5
-1.1 0.2 0.7


Which of these has the lowest electronic energy?
C32H46BrN3P2PtS


Which formula does entry 1 have?
C32H46BrMgN3P2


Which value of electronic energy does entry 1 give?
-4867.48941 Eh